[1]
{
  "formula": "C14H40N4O7Si",
  "method": "ωB97M-V with the def2-TZVPD basis set",
  "homo_ev": -9.4,
  "smiles": "CCOCc1nnc([Si](C)(C)C)nn1.CO.CO.CO.CO.CO.CO",
  "energy_ha": -1592.44134,
  "species": ["C", "C", "O", "C", "C", "N", "N", "C", "Si", "C", "C", "C", "N", "N", "H", "H", "H", "H", "H", "H", "H", "H", "H", "H", "H", "H", "H", "H", "H", "H", "C", "O", "H", "H", "H", "H", "C", "O", "H", "H", "H", "H", "C", "O", "H", "H", "H", "H", "C", "O", "H", "H", "H", "H", "C", "O", "H", "H", "H", "H", "C", "O", "H", "H", "H", "H"],
  "positions_angstrom": [[0.4878, -1.4443, 2.8183], [-0.3761, -1.2371, 1.5846], [-0.3242, -2.3862, 0.7587], [-1.1055, -2.2715, -0.3899], [-0.4154, -1.5699, -1.5256], [0.8125, -1.1305, -1.3308], [1.3776, -0.4942, -2.3403], [0.6698, -0.3524, -3.4530], [1.4845, 0.6348, -4.8769], [1.6699, 2.3960, -4.2185], [0.3078, 0.7026, -6.3277], [3.2023, -0.0022, -5.2889], [-0.5531, -0.8315, -3.6499], [-1.1147, -1.4664, -2.6350], [1.0029, -2.3935, 2.7803], [-0.1341, -1.3433, 3.6975], [1.2356, -0.6678, 2.8922], [-1.4027, -1.0208, 1.8740], [0.0122, -0.3716, 1.0529], [-1.4075, -3.2603, -0.7126], [-2.0309, -1.7308, -0.1844], [0.6872, 2.7324, -3.9013], [2.0719, 3.0509, -4.9777], [2.3159, 2.3995, -3.3503], [0.3492, -0.1936, -6.9347], [-0.6928, 0.7373, -5.9082], [0.4581, 1.5813, -6.9369], [3.8839, 0.8309, -5.4074], [3.6255, -0.6616, -4.5392], [3.1884, -0.5239, -6.2390], [-0.7137, -1.3244, 6.6074], [0.6761, -1.4049, 6.2856], [-1.0600, -0.3319, 6.3521], [-1.2826, -2.0635, 6.0351], [-0.8713, -1.4889, 7.6757], [0.9797, -2.2893, 6.5156], [0.8474, 2.2043, 5.0418], [1.8626, 1.2423, 4.7863], [0.6763, 2.7653, 4.1261], [-0.0842, 1.7102, 5.3374], [1.1621, 2.8957, 5.8287], [1.9993, 0.7439, 5.6006], [-3.1383, -0.9314, -6.9238], [-3.4627, -0.6821, -5.5576], [-4.0239, -0.7489, -7.5297], [-2.3405, -0.2584, -7.2499], [-2.8171, -1.9685, -7.0525], [-2.6603, -0.8528, -5.0502], [-1.3526, -5.1033, -7.0511], [-1.5539, -3.7827, -7.5483], [-0.8959, -5.0182, -6.0688], [-2.3031, -5.6334, -6.9553], [-0.6850, -5.6699, -7.7050], [-1.9577, -3.8571, -8.4201], [3.0391, 5.3779, 4.4487], [2.6281, 5.4612, 5.8122], [2.2026, 5.6877, 3.8282], [3.8877, 6.0415, 4.2649], [3.3130, 4.3506, 4.1957], [3.3717, 5.1861, 6.3587], [-2.6498, 1.5645, 8.9075], [-1.9405, 1.4127, 7.6809], [-3.0007, 0.5810, 9.2088], [-1.9978, 1.9631, 9.6884], [-3.5111, 2.2248, 8.7820], [-1.6290, 2.2847, 7.4137]],
  "atomic_forces_ev_per_a": [[-0.3, 0.4, -0.1], [0.6, 0.2, 0.1], [-0.2, -0.3, 0.0], [-0.1, 0.1, 0.4], [-0.2, -0.4, 0.7], [0.9, 0.6, -0.4], [-0.1, -0.4, 0.9], [0.5, 0.4, -1.3], [0.4, 0.9, 0.0], [-0.4, -0.9, 0.1], [0.0, -0.5, 0.6], [-0.3, -0.1, -0.1], [-0.7, -0.6, 0.7], [-0.2, 0.4, -1.1], [-0.1, -0.3, 0.1], [0.1, -0.3, 0.4], [0.3, 0.2, 0.0], [-0.3, -0.1, -0.1], [-0.1, 0.2, -0.4], [0.1, -0.3, -0.1], [-0.2, 0.1, 0.0], [-0.1, 0.3, 0.0], [0.1, 0.3, -0.2], [0.2, 0.1, 0.2], [0.1, -0.2, -0.3], [-0.3, 0.1, 0.0], [0.1, 0.2, -0.2], [0.1, 0.3, 0.0], [0.0, -0.1, 0.2], [0.0, -0.3, -0.2], [0.3, -0.3, -0.1], [0.0, 0.0, 0.1], [0.0, 0.1, 0.0], [-0.1, 0.0, 0.0], [-0.1, 0.1, 0.0], [0.0, 0.1, -0.1], [0.2, -0.3, 0.2], [0.1, 0.2, 0.0], [0.0, 0.0, 0.0], [-0.1, 0.1, 0.0], [-0.1, 0.1, 0.0], [-0.1, -0.2, -0.2], [0.1, -0.1, 0.3], [0.0, 0.0, -0.1], [-0.1, 0.1, 0.1], [0.0, 0.0, -0.2], [0.0, 0.2, -0.1], [0.0, 0.0, 0.1], [-0.1, 0.1, -0.2], [0.1, -0.2, -0.1], [0.0, 0.0, 0.0], [0.0, -0.1, 0.1], [0.0, -0.1, 0.1], [0.1, 0.1, 0.1], [0.1, -0.1, 0.3], [0.0, 0.0, 0.0], [0.0, 0.0, 0.0], [0.0, 0.0, -0.1], [0.0, 0.0, -0.1], [-0.1, 0.0, 0.0], [0.1, 0.1, -0.2], [0.0, 0.2, 0.1], [0.0, 0.0, 0.0], [-0.1, 0.0, 0.1], [0.0, 0.0, 0.1], [0.0, -0.1, 0.0]]
}

[2]
{
  "formula": "C3H4ClO2S",
  "method": "ωB97M-V with the def2-TZVPD basis set",
  "charge": -1,
  "homo_ev": -3.5,
  "energy_ha": -1125.62303,
  "species": ["C", "C", "C", "O", "O", "S", "Cl", "H", "H", "H", "H"],
  "positions_angstrom": [[-0.2912, -3.1604, -0.0241], [0.4561, 0.5289, -0.3756], [1.0251, -0.7410, 0.1783], [-0.9441, -2.9204, -0.9375], [0.3318, -3.4832, 0.8792], [2.3832, -1.4519, -0.2854], [3.8133, 0.6622, 0.0855], [0.2168, 0.5545, -1.4991], [-0.3090, 0.8279, 0.2188], [1.3416, 1.1553, -0.3371], [0.8630, -0.8364, 1.1908]],
  "atomic_forces_ev_per_a": [[0.2, 0.0, -0.2], [2.3, -1.5, -3.6], [0.3, 0.3, -1.6], [-1.0, 0.4, -1.2], [0.5, -0.9, 1.6], [0.1, -0.2, -0.9], [0.8, 0.5, 0.1], [0.0, -0.4, 1.6], [-2.4, 1.3, 1.5], [0.0, 0.8, 0.3], [-0.9, -0.3, 2.4]]
}

[3]
{
  "formula": "ClH4N2OP",
  "method": "ωB97M-V with the def2-TZVPD basis set",
  "multiplicity": 3,
  "s_squared": 2.01,
  "homo_ev": [-6.1, -10.1],
  "energy_ha": -988.57016,
  "species": ["N", "N", "O", "P", "Cl", "H", "H", "H", "H"],
  "positions_angstrom": [[1.6663, 0.0495, 0.0331], [-0.9920, 0.7901, 0.2280], [-0.1940, -1.3898, -0.7328], [0.1402, -0.6035, 0.6359], [-2.7193, 0.3374, -0.0561], [2.4626, 0.1034, 0.6999], [1.7771, 0.6337, -0.7036], [-1.0217, 1.4754, 0.8908], [-1.1192, -1.3964, -0.9952]],
  "atomic_forces_ev_per_a": [[-0.4, -3.0, 5.0], [5.3, -2.9, 0.3], [0.1, -0.7, 0.0], [1.6, 3.0, -2.7], [-5.1, -1.2, -1.3], [-1.1, -0.1, -0.8], [-0.1, 2.0, -2.7], [0.1, 2.9, 2.1], [-0.4, 0.0, 0.1]]
}

[4]
{
  "formula": "C11H4AsF11NOPdS4SbSe",
  "method": "ωB97M-V with the def2-TZVPD basis set",
  "multiplicity": 2,
  "charge": -1,
  "s_squared": 0.76,
  "homo_ev": [-6.0, -6.0],
  "energy_ha": -8248.42959,
  "species": ["Pd", "S", "Sb", "S", "S", "S", "F", "C", "C", "F", "C", "F", "C", "O", "C", "F", "C", "F", "F", "As", "F", "F", "F", "F", "F", "Se", "C", "C", "C", "N", "C", "C", "H", "H", "H", "H"],
  "positions_angstrom": [[0.7375, 0.8005, -1.1065], [2.2372, 4.1179, 0.2158], [3.0911, 2.8624, -1.7433], [3.0300, 0.6680, -0.9525], [0.9954, 2.4150, -2.7160], [4.9959, 3.8610, -2.3118], [-4.7223, -3.1474, -0.4970], [-3.8700, -2.1254, -0.6497], [-2.9284, -1.8490, 0.3230], [-2.8672, -2.6039, 1.4278], [-2.0603, -0.7914, 0.1500], [-1.1489, -0.5390, 1.1116], [-2.0744, 0.0238, -0.9829], [-1.2839, 1.0741, -1.1106], [-3.0342, -0.2910, -1.9507], [-3.1153, 0.4467, -3.0607], [-3.9184, -1.3384, -1.7864], [-4.8268, -1.6062, -2.7324], [-0.0156, -1.0650, -3.1467], [0.6492, -2.4798, -2.3762], [0.6856, -1.4586, -0.8662], [2.2347, -1.9047, -2.7328], [1.3197, -3.7758, -1.4627], [0.5865, -3.3956, -3.8256], [-0.9382, -2.9812, -1.9266], [0.5504, 2.7895, 0.6478], [1.1865, 1.9018, 2.2364], [0.2281, 1.4267, 3.1161], [0.6635, 0.7706, 4.2578], [1.9456, 0.5805, 4.5571], [2.8456, 1.0443, 3.6922], [2.5259, 1.7093, 2.5183], [-0.8290, 1.5472, 2.9235], [-0.0605, 0.3821, 4.9649], [3.8856, 0.8727, 3.9458], [3.2996, 2.0585, 1.8494]],
  "atomic_forces_ev_per_a": [[-0.1, -0.1, -0.1], [0.0, -0.1, 0.0], [0.2, -0.1, 0.4], [0.1, 0.0, 0.1], [-0.1, 0.3, -0.3], [-0.2, 0.0, -0.2], [0.0, 0.0, 0.0], [0.0, 0.0, 0.0], [0.0, 0.0, 0.0], [0.0, 0.0, 0.0], [0.1, 0.0, 0.1], [0.0, 0.1, 0.0], [0.0, 0.1, 0.0], [0.1, 0.0, 0.0], [0.0, 0.0, 0.0], [0.0, 0.0, 0.0], [0.0, 0.0, 0.0], [0.0, 0.0, 0.0], [0.0, 0.1, 0.0], [0.0, 0.0, 0.1], [0.0, 0.0, 0.1], [0.0, 0.0, 0.0], [0.0, 0.0, 0.0], [0.0, 0.0, 0.0], [-0.1, 0.0, 0.0], [0.1, -0.2, 0.0], [0.0, 0.0, 0.0], [0.0, 0.0, 0.0], [0.0, 0.0, 0.0], [0.0, 0.0, 0.0], [0.0, 0.0, 0.0], [0.0, 0.0, 0.0], [0.0, 0.0, 0.0], [0.0, 0.0, 0.0], [0.0, 0.0, 0.0], [0.0, 0.0, 0.0]]
}

[5]
{
  "formula": "C2H5NO2",
  "method": "ωB97M-V with the def2-TZVPD basis set",
  "homo_ev": -10.2,
  "smiles": "O=CNCO",
  "energy_ha": -284.44151,
  "species": ["O", "C", "N", "C", "O", "H", "H", "H", "H", "H"],
  "positions_angstrom": [[-0.1229, 1.6196, -0.9825], [0.8201, 1.0910, -0.4481], [0.7758, -0.1016, 0.2308], [-0.2259, -1.0687, -0.0503], [-1.1129, -1.3008, 1.0336], [1.8258, 1.5289, -0.4683], [1.6213, -0.3205, 0.7315], [-0.8059, -0.6800, -0.8901], [0.1903, -2.0463, -0.2721], [-1.6224, -0.4881, 1.1437]],
  "atomic_forces_ev_per_a": [[-0.1, -0.1, -0.2], [-0.1, -0.1, 0.3], [0.8, 0.8, -0.4], [-1.1, -0.3, 0.4], [0.1, 0.2, 0.0], [0.1, 0.2, 0.2], [-0.1, -0.4, -0.1], [0.3, -0.2, -0.2], [0.2, 0.0, -0.1], [0.0, -0.1, 0.1]]
}

[6]
{
  "formula": "C12H35BO13P4",
  "method": "ωB97M-V with the def2-TZVPD basis set",
  "homo_ev": -7.3,
  "smiles": "COP(=O)(OC)OC.COP(=O)(OC)OC.COP(=O)(OC)OC.C=CPB(C)O",
  "energy_ha": -2846.30179,
  "species": ["C", "O", "P", "O", "O", "C", "O", "C", "H", "H", "H", "H", "H", "H", "H", "H", "H", "C", "O", "P", "O", "O", "C", "O", "C", "H", "H", "H", "H", "H", "H", "H", "H", "H", "C", "O", "P", "O", "O", "C", "O", "C", "H", "H", "H", "H", "H", "H", "H", "H", "H", "C", "C", "P", "B", "C", "O", "H", "H", "H", "H", "H", "H", "H", "H"],
  "positions_angstrom": [[1.9848, -4.3337, -3.8935], [2.0752, -3.1809, -3.0481], [3.6248, -2.4401, -3.0482], [3.9420, -2.9610, -1.6611], [2.9176, -0.9583, -2.9343], [1.8169, -0.6254, -3.7875], [5.1517, -1.6842, -3.2091], [5.4363, -1.1232, -4.4961], [0.9792, -4.7450, -3.8133], [2.1701, -4.0585, -4.9349], [2.7103, -5.0914, -3.5808], [0.8782, -0.8382, -3.2690], [1.8498, -1.1886, -4.7224], [1.8583, 0.4392, -4.0159], [4.9202, -0.1661, -4.6111], [5.1312, -1.8038, -5.2943], [6.5109, -0.9576, -4.5723], [1.1338, 1.1853, 0.2306], [-0.2694, 1.3280, -0.0226], [-1.1538, -0.1469, 0.0031], [-1.3284, -0.2294, -1.5015], [-2.4384, 0.6013, 0.7038], [-2.2238, 1.5276, 1.7753], [-1.8510, -1.6822, 0.2981], [-1.7658, -2.1590, 1.6463], [1.5964, 2.1707, 0.1823], [1.3016, 0.7672, 1.2262], [1.5921, 0.5352, -0.5215], [-2.1675, 2.5411, 1.3723], [-1.3040, 1.3014, 2.3191], [-3.0649, 1.4707, 2.4655], [-2.5225, -1.6728, 2.2683], [-0.7708, -1.9704, 2.0543], [-1.9457, -3.2339, 1.6444], [-5.2956, 7.1515, 1.5074], [-4.3297, 6.6140, 2.4193], [-2.7585, 6.3987, 1.7524], [-2.8605, 4.8907, 1.6453], [-2.0805, 6.8401, 3.1859], [-2.5992, 7.9625, 3.9002], [-1.2279, 6.4797, 0.9927], [-0.7457, 7.7967, 0.7000], [-6.2504, 7.2376, 2.0246], [-4.9892, 8.1443, 1.1680], [-5.4125, 6.4890, 0.6446], [-3.3313, 7.6176, 4.6347], [-3.0725, 8.6816, 3.2289], [-1.7808, 8.4554, 4.4240], [-0.3499, 8.2621, 1.6068], [-1.5408, 8.4196, 0.2838], [0.0545, 7.7173, -0.0357], [3.1169, -6.6405, 0.9511], [2.3266, -5.7167, 1.7095], [0.8673, -4.9780, 0.7812], [-0.4766, -6.3678, 0.8458], [-0.2431, -7.8596, 1.4009], [-1.8070, -6.0501, 0.3949], [2.7513, -7.6865, 0.7515], [4.0862, -6.3364, 0.4824], [2.5046, -5.4513, 2.7775], [1.1912, -4.8091, -0.6052], [-0.9946, -8.1344, 2.1914], [0.7758, -8.0363, 1.8355], [-0.3953, -8.6060, 0.5627], [-1.9078, -5.1029, 0.5862]],
  "atomic_forces_ev_per_a": [[-0.2, -0.3, 0.0], [1.3, -0.3, -3.4], [-0.8, 3.1, 9.3], [0.6, -0.6, -1.6], [0.2, -0.4, -1.4], [-0.5, 0.0, 0.2], [-0.9, -1.9, -2.8], [0.1, 0.3, -0.1], [0.1, 0.1, 0.1], [-0.1, -0.2, 0.0], [-0.1, 0.0, 0.0], [0.0, 0.0, -0.1], [-0.1, 0.1, 0.0], [0.2, 0.0, 0.1], [0.0, 0.0, 0.0], [0.2, 0.1, -0.1], [-0.1, -0.1, 0.1], [0.3, 0.1, -0.1], [1.1, -2.5, 2.3], [-6.3, 2.5, -6.3], [1.1, -0.6, 1.5], [1.1, -0.7, 0.8], [0.0, 0.6, -0.1], [2.9, 0.7, 1.4], [-0.2, 0.1, 0.2], [-0.1, 0.0, 0.0], [0.2, 0.1, 0.0], [0.1, 0.0, 0.1], [0.0, -0.1, 0.2], [-0.1, 0.1, 0.1], [0.0, -0.1, -0.1], [0.0, 0.0, 0.0], [-0.1, -0.3, 0.2], [0.0, 0.1, 0.0], [-0.3, -0.1, -0.1], [0.9, 2.4, -2.4], [2.3, -7.5, 5.0], [-0.2, 1.8, -1.0], [-0.3, 1.1, -0.9], [-0.2, -0.1, 0.3], [-2.5, 2.1, -1.1], [0.3, 0.2, 0.1], [0.1, -0.1, 0.0], [-0.2, 0.0, 0.0], [-0.1, 0.0, 0.0], [0.0, 0.1, -0.1], [0.0, 0.0, 0.2], [0.1, -0.1, -0.1], [0.0, 0.0, 0.0], [0.2, 0.1, -0.1], [-0.1, -0.1, 0.1], [-0.4, 1.1, 0.5], [-0.2, -1.5, -1.2], [0.3, -0.9, 1.6], [-1.9, -0.8, -0.7], [0.1, -0.3, 0.0], [2.0, 0.0, 1.3], [-0.5, 1.7, -1.4], [0.1, -0.9, 1.8], [0.8, 1.2, -1.5], [0.2, -0.6, 0.6], [0.5, 0.3, -0.7], [-0.9, 0.2, -0.5], [0.1, 0.8, 0.8], [-0.2, -0.2, -0.7]]
}

[7]
{
  "formula": "CF2N",
  "method": "ωB97M-V with the def2-TZVPD basis set",
  "charge": 1,
  "homo_ev": [-21.3, -21.3],
  "energy_ha": -291.84946,
  "species": ["C", "N", "F", "F"],
  "positions_angstrom": [[0.3259, 0.0880, 0.0042], [-0.7957, -0.0327, -0.0968], [2.4480, -0.0380, 0.0309], [-1.9782, -0.0173, 0.0617]],
  "atomic_forces_ev_per_a": [[4.8, -0.5, -0.2], [4.6, 0.3, 0.1], [-4.7, 0.3, -0.1], [-4.6, -0.1, 0.2]]
}